The following is a quantum chemistry calculation of a molecular structure, C7H15FNO18S5 in a non-equilibrium geometry, from the Open Molecules 2025 dataset.

Cartesian coordinates (Å):
O (2.872, -6.156, -0.638)
S (2.221, -5.678, -1.793)
O (1.658, -6.721, -2.561)
F (1.075, -4.749, -1.229)
N (3.278, -4.814, -2.617)
S (2.614, -3.925, -3.815)
O (1.192, -3.736, -3.750)
O (2.999, -4.452, -5.082)
C (3.473, -2.304, -3.730)
O (3.086, -1.425, -2.733)
O (3.337, -1.960, -1.411)
H (4.522, -2.530, -3.695)
H (3.240, -1.831, -4.656)
H (2.626, -1.652, -0.869)
C (2.107, 0.994, 2.327)
C (3.434, 1.596, 1.925)
O (3.488, 1.430, 0.503)
S (2.007, 1.530, -0.101)
O (1.795, 2.841, -0.578)
O (1.795, 0.389, -0.913)
O (1.207, 1.366, 1.278)
H (2.159, -0.096, 2.365)
H (1.751, 1.371, 3.280)
H (4.277, 1.103, 2.395)
H (3.467, 2.665, 2.145)
C (-2.363, -1.920, -0.785)
C (-0.907, -1.650, -0.516)
O (-0.893, -0.357, 0.110)
S (-2.210, -0.170, 0.975)
O (-1.923, -0.464, 2.330)
O (-2.822, 1.054, 0.599)
O (-3.049, -1.381, 0.365)
H (-2.709, -1.388, -1.672)
H (-2.574, -2.978, -0.892)
H (-0.310, -1.645, -1.422)
H (-0.494, -2.364, 0.184)
C (-4.384, 3.446, 2.400)
C (-3.200, 4.124, 1.762)
O (-3.670, 5.444, 1.435)
S (-4.741, 5.910, 2.529)
O (-4.094, 6.722, 3.489)
O (-5.907, 6.338, 1.857)
O (-5.010, 4.476, 3.188)
H (-5.098, 3.104, 1.650)
H (-4.094, 2.611, 3.028)
H (-2.859, 3.609, 0.872)
H (-2.371, 4.223, 2.465)

Its HOMO energy is -6.04 eV. As for the orbital gap: 7.81 eV. The value obtained for the LUMO energy is 1.771 eV. Its charge is -1.

The following is a quantum chemistry calculation of a molecular structure, C23H36N4OPtS6SbSi2 in a non-equilibrium geometry, from the Open Molecules 2025 dataset.

Cartesian coordinates (Å):
Pt (-0.685, 0.203, -0.281)
S (-0.805, 5.610, 0.265)
Sb (-1.943, 3.932, -0.824)
S (-3.155, 0.855, 0.330)
S (-0.138, 2.384, -1.250)
S (-3.011, 2.630, 1.178)
C (-3.358, -1.445, 3.432)
Si (-1.552, -1.255, 2.801)
C (-1.057, 0.487, 3.389)
C (-0.437, -2.463, 3.802)
N (-1.373, -1.499, 1.097)
C (-1.952, -2.498, 0.414)
C (-2.507, -3.631, 1.041)
C (-3.098, -4.646, 0.331)
C (-3.135, -4.586, -1.062)
C (-2.584, -3.512, -1.715)
C (-1.992, -2.430, -1.031)
N (-1.486, -1.364, -1.656)
Si (-1.480, -0.929, -3.330)
C (0.336, -0.784, -3.913)
C (-2.418, 0.725, -3.514)
C (-2.289, -2.067, -4.654)
H (-3.381, -1.478, 4.517)
H (-3.858, -2.333, 3.061)
H (-3.949, -0.589, 3.119)
H (-1.740, 0.827, 4.160)
H (-1.101, 1.215, 2.586)
H (-0.057, 0.513, 3.808)
H (-0.665, -2.378, 4.860)
H (0.615, -2.228, 3.686)
H (-0.573, -3.501, 3.515)
H (-2.450, -3.694, 2.115)
H (-3.528, -5.490, 0.854)
H (-3.595, -5.387, -1.626)
H (-2.605, -3.483, -2.787)
H (0.740, 0.177, -3.617)
H (0.419, -0.874, -4.994)
H (0.960, -1.550, -3.462)
H (-1.867, 1.512, -3.010)
H (-3.407, 0.674, -3.067)
H (-2.528, 1.019, -4.552)
H (-1.790, -3.027, -4.738)
H (-2.222, -1.591, -5.629)
H (-3.342, -2.247, -4.463)
N (1.550, -1.609, 0.967)
C (1.764, -0.460, 1.608)
N (1.142, 0.640, 1.370)
C (1.600, 1.686, 2.126)
C (1.112, 2.986, 2.118)
C (1.679, 3.921, 2.960)
C (2.713, 3.579, 3.822)
C (3.211, 2.288, 3.854)
C (2.653, 1.354, 3.005)
S (3.049, -0.344, 2.838)
H (0.733, -1.589, 0.353)
H (1.884, -2.476, 1.344)
H (0.292, 3.258, 1.470)
H (1.307, 4.933, 2.937)
H (3.135, 4.323, 4.483)
H (4.011, 2.009, 4.523)
O (1.754, -0.046, -1.340)
S (3.166, 0.347, -1.226)
C (3.228, 2.135, -0.725)
C (3.897, 2.924, -1.833)
C (3.456, 2.258, -3.128)
C (3.755, 0.785, -2.939)
H (3.742, 2.207, 0.228)
H (2.183, 2.427, -0.613)
H (4.986, 2.884, -1.747)
H (3.587, 3.968, -1.799)
H (3.979, 2.665, -3.995)
H (2.382, 2.404, -3.259)
H (4.830, 0.598, -2.939)
H (3.259, 0.138, -3.655)

Its HOMO energy (spin up / spin down) is -4.01 / -4.01 eV. As for the orbital gap (spin up / spin down): 4.64 / 4.62 eV. The value obtained for the LUMO energy (spin up / spin down) is 0.627 / 0.609 eV. Its charge is -1.

The following is a quantum chemistry calculation of 2 unconnected molecules or ions with the total composition C5H9N in a non-equilibrium geometry, from the Open Molecules 2025 dataset.

Cartesian coordinates (Å):
C (-0.627, 1.310, -1.530)
C (0.388, -1.029, -0.883)
C (0.004, -0.483, 0.267)
C (0.899, 0.499, 1.153)
C (-1.305, -0.849, 0.908)
N (0.303, 1.840, -1.964)
H (-0.285, -1.680, -1.350)
H (1.329, -0.900, -1.332)
H (1.198, -0.142, 2.023)
H (0.218, 1.380, 1.280)
H (1.801, 0.733, 0.523)
H (-2.076, -1.276, 0.199)
H (-1.899, -0.103, 1.527)
H (-1.051, -1.675, 1.614)
H (1.104, 2.374, -2.435)

Its HOMO energy is -8.55 eV. As for the orbital gap: 9.59 eV. The value obtained for the LUMO energy is 1.045 eV. Its charge is 0.

The following is a quantum chemistry calculation of 3 unconnected molecules or ions with the total composition C30H57O13PS2 in a non-equilibrium geometry, from the Open Molecules 2025 dataset.

Cartesian coordinates (Å):
C (-1.764, -2.868, 5.079)
C (-0.657, -2.722, 4.349)
C (0.608, -2.322, 5.059)
O (1.580, -3.070, 5.062)
O (0.573, -1.125, 5.690)
C (1.449, -0.141, 5.072)
C (0.608, 0.886, 4.300)
C (0.902, 2.364, 4.632)
C (1.324, 3.202, 3.420)
C (0.349, 3.097, 2.246)
C (0.866, 3.630, 0.897)
C (1.641, 2.675, -0.045)
C (2.074, 3.576, -1.237)
C (3.433, 4.273, -1.047)
C (4.676, 3.459, -1.451)
C (5.085, 3.582, -2.917)
C (4.570, 2.430, -3.794)
C (5.347, 1.134, -3.598)
C (6.415, 0.919, -4.673)
C (5.822, 0.522, -6.031)
O (2.858, 2.378, 0.728)
S (2.948, 0.862, 1.154)
O (3.890, 0.102, 0.405)
O (3.177, 0.771, 2.552)
O (1.444, 0.500, 0.768)
C (0.982, 1.306, -0.381)
C (-0.516, 1.485, -0.502)
C (-1.396, 0.271, -0.915)
C (-0.854, -1.098, -0.550)
O (-1.767, 0.269, -2.290)
P (1.875, 0.489, -1.844)
S (1.135, 0.872, -3.597)
H (-2.752, -2.917, 4.645)
H (-1.681, -2.938, 6.156)
H (-0.662, -2.905, 3.284)
H (2.084, -0.692, 4.385)
H (2.077, 0.318, 5.829)
H (0.764, 0.659, 3.250)
H (-0.432, 0.642, 4.510)
H (0.002, 2.776, 5.081)
H (1.722, 2.387, 5.347)
H (2.360, 3.035, 3.147)
H (1.285, 4.240, 3.764)
H (-0.512, 3.717, 2.502)
H (-0.037, 2.088, 2.139)
H (1.547, 4.462, 1.075)
H (0.027, 4.058, 0.352)
H (1.330, 4.366, -1.313)
H (2.070, 3.076, -2.204)
H (3.410, 5.151, -1.697)
H (3.533, 4.675, -0.041)
H (4.541, 2.428, -1.127)
H (5.502, 3.845, -0.853)
H (6.176, 3.518, -2.948)
H (4.818, 4.536, -3.370)
H (4.611, 2.705, -4.848)
H (3.515, 2.282, -3.564)
H (5.814, 1.051, -2.615)
H (4.678, 0.271, -3.676)
H (7.107, 0.135, -4.369)
H (7.013, 1.827, -4.773)
H (6.381, 0.994, -6.837)
H (4.792, 0.865, -6.127)
H (5.847, -0.548, -6.217)
H (-0.648, 2.241, -1.278)
H (-0.951, 1.894, 0.403)
H (-2.334, 0.383, -0.360)
H (-0.095, -1.466, -1.234)
H (-0.504, -1.067, 0.479)
H (-1.674, -1.811, -0.592)
H (-2.426, 0.960, -2.387)
H (3.164, 1.038, -1.755)
H (1.991, -0.879, -1.562)
C (-8.505, 1.035, 0.814)
C (-8.413, -0.474, 0.742)
O (-7.750, -0.904, -0.456)
C (-6.423, -0.824, -0.436)
O (-5.747, -0.446, 0.486)
O (-5.965, -1.226, -1.620)
C (-4.546, -1.126, -1.756)
H (-8.970, 1.432, -0.090)
H (-9.096, 1.340, 1.678)
H (-7.516, 1.484, 0.897)
H (-9.410, -0.907, 0.700)
H (-7.913, -0.886, 1.618)
H (-4.038, -1.631, -0.937)
H (-4.250, -0.082, -1.799)
H (-4.275, -1.609, -2.690)
C (-4.412, -6.936, -1.417)
C (-4.342, -5.558, -0.794)
O (-3.458, -5.535, 0.336)
C (-2.160, -5.471, 0.045)
O (-1.682, -5.411, -1.057)
O (-1.479, -5.485, 1.190)
C (-0.058, -5.488, 1.028)
H (-4.672, -7.681, -0.664)
H (-5.160, -6.958, -2.209)
H (-3.450, -7.222, -1.842)
H (-5.319, -5.271, -0.411)
H (-4.042, -4.805, -1.523)
H (0.264, -4.673, 0.382)
H (0.277, -6.442, 0.626)
H (0.377, -5.346, 2.014)

Its HOMO energy is -8.80 eV. The SMILES is C=CC(=O)OCCCCCC[C@@]1(CCCCCCCC)OS(=O)(=O)O[C@]1(C[C@H](C)O)[PH2]=S.CCOC(=O)OC.CCOC(=O)OC. As for the orbital gap: 8.99 eV. The value obtained for the LUMO energy is 0.199 eV. Its charge is 0.

The following is a quantum chemistry calculation of 3 unconnected molecules or ions with the total composition C22H41NO12P2S in a non-equilibrium geometry, from the Open Molecules 2025 dataset.

Cartesian coordinates (Å):
N (-10.525, 2.434, 1.561)
C (-10.543, 3.681, 1.375)
C (-9.387, 4.378, 0.664)
O (-8.186, 4.204, 1.467)
S (-7.530, 5.668, 1.829)
O (-6.151, 5.581, 1.433)
O (-7.631, 5.538, 3.455)
C (-6.618, 6.277, 4.148)
C (-5.292, 5.539, 4.293)
O (-4.281, 6.187, 4.229)
C (-5.210, 4.060, 4.472)
C (-4.152, 3.414, 3.846)
C (-3.978, 2.045, 3.986)
C (-4.870, 1.325, 4.768)
C (-5.946, 1.960, 5.372)
C (-6.121, 3.326, 5.225)
H (-9.649, 2.049, 1.199)
H (-11.399, 4.258, 1.722)
H (-9.592, 5.439, 0.521)
H (-9.186, 3.878, -0.282)
H (-7.012, 6.444, 5.153)
H (-6.406, 7.238, 3.679)
H (-3.437, 3.975, 3.259)
H (-3.141, 1.580, 3.483)
H (-4.734, 0.260, 4.910)
H (-6.658, 1.404, 5.968)
H (-6.939, 3.854, 5.701)
O (-0.032, -0.886, -1.890)
P (-0.055, -0.349, -0.509)
O (1.424, 0.324, -0.281)
C (2.094, 1.040, -1.313)
C (1.747, 2.517, -1.324)
O (0.087, -1.684, 0.404)
C (0.119, -2.984, -0.185)
C (1.532, -3.356, -0.590)
O (-0.793, 0.362, 0.738)
C (-0.872, 1.774, 0.907)
C (-1.786, 2.437, -0.107)
H (1.903, 0.604, -2.296)
H (3.161, 0.927, -1.114)
H (0.679, 2.666, -1.503)
H (2.298, 3.034, -2.110)
H (1.994, 2.985, -0.370)
H (-0.566, -3.043, -1.029)
H (-0.250, -3.681, 0.569)
H (2.026, -2.552, -1.134)
H (1.535, -4.250, -1.215)
H (2.137, -3.555, 0.297)
H (0.125, 2.216, 0.919)
H (-1.279, 1.940, 1.906)
H (-1.558, 2.110, -1.125)
H (-1.693, 3.522, -0.053)
H (-2.827, 2.177, 0.091)
O (7.555, -3.315, -1.605)
P (6.465, -4.084, -2.252)
O (6.676, -3.860, -3.865)
C (7.977, -3.823, -4.444)
C (8.477, -5.196, -4.853)
O (5.157, -3.168, -1.963)
C (5.237, -1.987, -1.166)
C (5.619, -0.779, -2.001)
O (5.476, -5.356, -2.361)
C (5.809, -6.564, -3.037)
C (6.874, -7.369, -2.318)
H (8.696, -3.345, -3.776)
H (7.898, -3.195, -5.333)
H (8.552, -5.858, -3.988)
H (9.465, -5.123, -5.311)
H (7.802, -5.661, -5.573)
H (5.926, -2.133, -0.335)
H (4.248, -1.834, -0.731)
H (6.466, -0.984, -2.657)
H (5.872, 0.068, -1.362)
H (4.786, -0.488, -2.645)
H (6.073, -6.358, -4.075)
H (4.889, -7.148, -3.076)
H (7.732, -6.748, -2.047)
H (7.218, -8.192, -2.945)
H (6.476, -7.791, -1.395)

Its HOMO energy is -9.57 eV. As for the orbital gap: 9.95 eV. The value obtained for the LUMO energy is 0.382 eV. Its charge is 0.

charge of number 1 (C7H15FNO18S5)? -1

Number 5 is which compound? C22H41NO12P2S

Look up the charge of the third one. 0